The following is a quantum chemistry calculation of a 9-piece molecular cluster, C36H72NO12S4 overall in a non-equilibrium geometry, from the Open Molecules 2025 dataset.

Each atom is followed by the atoms it is bonded to, with distances in Å.
Atoms and positions in Å:
1 O -0.94 4.95 -3.47  S2 1.429
2 S -0.69 6.11 -2.68  O1 1.429, O3 1.429, O4 1.587, C5 1.785
3 O -1.24 7.37 -3.08  S2 1.429
4 O 0.88 6.29 -2.52  S2 1.587, H22 0.970
5 C -1.26 5.77 -1.02  S2 1.785, C6 1.530, H23 1.094, H24 1.096
6 C -2.76 5.47 -1.11  C5 1.530, C7 1.534, H25 1.093, H26 1.093
7 C -3.42 5.22 0.25  C6 1.534, C8 1.541, H27 1.091, H28 1.095
8 C -3.19 3.80 0.81  C7 1.541, S9 1.807, H29 1.093, H30 1.091
9 S -1.87 3.74 2.04  C8 1.807, C10 1.823, H31 1.340
10 C -0.74 2.38 1.59  S9 1.823, C11 1.526, H32 1.090, H33 1.092
11 C -1.16 1.15 2.41  C10 1.526, C12 1.548, H34 1.094, H35 1.093
12 C -0.36 -0.13 2.06  C11 1.548, S13 1.800, H36 1.092, H37 1.091
13 S 1.13 0.21 1.11  C12 1.800, C14 1.796
14 C 1.23 -1.09 -0.13  S13 1.796, S15 1.631, N16 1.358
15 S -0.11 -1.77 -0.75  C14 1.631
16 N 2.54 -1.25 -0.46  C14 1.358, C17 1.476, C21 1.495
17 C 2.83 -1.93 -1.74  N16 1.476, C18 1.513, H38 1.095, H39 1.089
18 C 2.93 -3.43 -1.56  C17 1.513, O19 1.434, H40 1.090, H41 1.099
19 O 4.11 -3.66 -0.79  C18 1.434, C20 1.415
20 C 3.82 -3.23 0.53  O19 1.415, C21 1.532, H42 1.095, H43 1.100
21 C 3.44 -1.75 0.62  N16 1.495, C20 1.532, H44 1.093, H45 1.088
22 H 1.19 5.96 -1.67  O4 0.970
23 H -1.05 6.64 -0.39  C5 1.094
24 H -0.69 4.90 -0.66  C5 1.096
25 H -2.90 4.60 -1.76  C6 1.093
26 H -3.25 6.31 -1.61  C6 1.093
27 H -4.50 5.33 0.12  C7 1.091
28 H -3.12 5.99 0.96  C7 1.095
29 H -2.95 3.12 -0.01  C8 1.093
30 H -4.06 3.44 1.34  C8 1.091
31 H -1.17 4.85 1.80  S9 1.340
32 H -0.80 2.22 0.52  C10 1.090
33 H 0.25 2.73 1.89  C10 1.092
34 H -2.23 0.97 2.26  C11 1.094
35 H -0.99 1.37 3.46  C11 1.093
36 H -0.02 -0.58 2.99  C12 1.092
37 H -0.99 -0.85 1.54  C12 1.091
38 H 3.82 -1.59 -2.03  C17 1.095
39 H 2.11 -1.63 -2.50  C17 1.089
40 H 2.96 -3.98 -2.50  C18 1.090
41 H 2.08 -3.80 -0.98  C18 1.099
42 H 4.75 -3.33 1.10  C20 1.095
43 H 3.08 -3.88 1.01  C20 1.100
44 H 2.97 -1.60 1.60  C21 1.093
45 H 4.36 -1.16 0.61  C21 1.088
46 C 4.57 -8.81 -2.73  C47 1.511, H50 1.087, H51 1.091, H52 1.091
47 C 3.84 -7.53 -2.41  C46 1.511, O48 1.211, C49 1.506
48 O 3.08 -7.03 -3.21  C47 1.211
49 C 4.12 -6.90 -1.07  C47 1.506, H53 1.091, H54 1.092, H55 1.082
50 H 4.29 -9.16 -3.72  C46 1.087
51 H 5.65 -8.64 -2.70  C46 1.091
52 H 4.32 -9.58 -2.00  C46 1.091
53 H 5.18 -6.65 -1.00  C49 1.091
54 H 3.87 -7.60 -0.27  C49 1.092
55 H 3.54 -6.00 -0.95  C49 1.082
56 C -0.84 -5.45 -2.90  C57 1.501, H60 1.089, H61 1.092, H62 1.089
57 C -1.85 -4.43 -3.32  C56 1.501, O58 1.212, C59 1.510
58 O -2.15 -3.50 -2.60  C57 1.212
59 C -2.47 -4.60 -4.69  C57 1.510, H63 1.091, H64 1.091, H65 1.088
60 H -0.47 -5.22 -1.91  C56 1.089
61 H -1.30 -6.45 -2.89  C56 1.092
62 H -0.01 -5.47 -3.60  C56 1.089
63 H -2.99 -5.56 -4.74  C59 1.091
64 H -1.70 -4.58 -5.45  C59 1.091
65 H -3.18 -3.79 -4.87  C59 1.088
66 C -4.57 10.09 -4.48  C67 1.513, H70 1.087, H71 1.091, H72 1.092
67 C -3.28 10.76 -4.88  C66 1.513, O68 1.209, C69 1.509
68 O -3.21 11.97 -5.00  C67 1.209
69 C -2.10 9.86 -5.11  C67 1.509, H73 1.091, H74 1.090, H75 1.088
70 H -5.35 10.84 -4.34  C66 1.087
71 H -4.89 9.39 -5.25  C66 1.091
72 H -4.44 9.54 -3.55  C66 1.092
73 H -2.31 9.15 -5.90  C69 1.091
74 H -1.87 9.31 -4.20  C69 1.090
75 H -1.23 10.46 -5.39  C69 1.088
76 C 8.33 0.46 -0.48  C77 1.508, H80 1.087, H81 1.091, H82 1.091
77 C 7.42 0.49 0.72  C76 1.508, O78 1.211, C79 1.510
78 O 6.57 -0.37 0.89  C77 1.211
79 C 7.60 1.63 1.69  C77 1.510, H83 1.091, H84 1.091, H85 1.088
80 H 8.10 -0.41 -1.09  C76 1.087
81 H 8.21 1.37 -1.07  C76 1.091
82 H 9.37 0.40 -0.15  C76 1.091
83 H 7.44 2.58 1.18  C79 1.091
84 H 8.61 1.62 2.10  C79 1.091
85 H 6.88 1.54 2.50  C79 1.088
86 C -0.78 -4.37 2.10  C87 1.510, H90 1.088, H91 1.092, H92 1.092
87 C -0.04 -5.62 1.66  C86 1.510, O88 1.211, C89 1.509
88 O 0.97 -5.55 0.99  C87 1.211
89 C -0.62 -6.94 2.09  C87 1.509, H93 1.091, H94 1.091, H95 1.087
90 H -0.26 -3.49 1.72  C86 1.088
91 H -1.80 -4.39 1.71  C86 1.092
92 H -0.82 -4.33 3.19  C86 1.092
93 H -1.64 -7.05 1.70  C89 1.091
94 H -0.66 -7.00 3.18  C89 1.091
95 H 0.00 -7.75 1.71  C89 1.087
96 C -7.29 2.79 3.81  C97 1.506, H100 1.087, H101 1.091, H102 1.091
97 C -5.85 2.37 3.70  C96 1.506, O98 1.214, C99 1.508
98 O -5.41 1.82 2.71  C97 1.214
99 C -4.95 2.67 4.88  C97 1.508, H103 1.090, H104 1.091, H105 1.089
100 H -7.82 2.52 2.90  C96 1.087
101 H -7.76 2.29 4.66  C96 1.091
102 H -7.36 3.86 3.97  C96 1.091
103 H -5.32 2.17 5.78  C99 1.090
104 H -4.92 3.74 5.07  C99 1.091
105 H -3.95 2.30 4.66  C99 1.089
106 C 4.77 -2.85 4.47  C107 1.507, H110 1.086, H111 1.091, H112 1.091
107 C 3.59 -1.96 4.72  C106 1.507, O108 1.213, C109 1.509
108 O 2.77 -1.72 3.86  C107 1.213
109 C 3.47 -1.36 6.10  C107 1.509, H113 1.091, H114 1.091, H115 1.088
110 H 4.74 -3.22 3.45  C106 1.086
111 H 5.70 -2.30 4.63  C106 1.091
112 H 4.75 -3.70 5.16  C106 1.091
113 H 4.35 -0.75 6.32  C109 1.091
114 H 3.40 -2.15 6.85  C109 1.091
115 H 2.58 -0.73 6.16  C109 1.088
116 C -5.85 0.50 -1.29  C117 1.509, H120 1.088, H121 1.091, H122 1.091
117 C -4.40 0.09 -1.37  C116 1.509, O118 1.217, C119 1.503
118 O -3.50 0.90 -1.25  C117 1.217
119 C -4.12 -1.37 -1.60  C117 1.503, H123 1.091, H124 1.092, H125 1.085
120 H -5.93 1.58 -1.12  C116 1.088
121 H -6.36 0.25 -2.22  C116 1.091
122 H -6.35 -0.02 -0.47  C116 1.091
123 H -4.57 -1.69 -2.54  C119 1.091
124 H -4.54 -1.96 -0.79  C119 1.092
125 H -3.05 -1.53 -1.65  C119 1.085

The calculation puts the total energy at -3964.991163 a.u. The total charge is +1. The multiplicity is 1. The value obtained for the lowest unoccupied orbital energy is -2.852 eV. For the orbital gap, the calculation gives 7.1 eV. For the HOMO energy, the calculation gives -9.98 eV.

Results of the Mulliken charge analysis, in e, for atoms 1 through 5: -0.60 1.24 -0.57 -0.44 -0.73